The following is a quantum chemistry calculation of C28H54N4O13V as an isolated structure, from OMol25.

Computed properties:
- molecular weight (g mol⁻¹) = 705.70
- HOMO level (alpha / beta) (eV) = -11.5888 / -11.5887
- Kohn-Sham gap (alpha / beta) (eV) = 7.55 / 4.60

```
! wB97M-V def2-TZVPD RIJCOSX def2/J DEFGRID3
* xyz 1 5
V -3.239 0.148 1.621
C -0.121 1.309 -0.703
C -1.173 0.826 0.283
O -1.471 -0.346 0.436
O -1.824 1.680 0.914
H -0.466 1.438 -1.728
H 0.749 0.652 -0.692
H 0.244 2.325 -0.552
C -2.558 -3.171 2.567
C -4.009 -3.004 2.048
O -4.507 -1.713 2.144
H -2.241 -4.211 2.491
H -2.614 -2.972 3.637
H -1.868 -2.572 1.972
H -4.545 -3.543 2.829
H -4.229 -3.443 1.074
C -2.266 -0.568 5.835
C -1.893 0.317 4.610
O -2.419 0.093 3.519
N -1.085 1.311 4.911
C -0.943 2.522 4.119
H -2.350 -0.042 6.787
H -1.574 -1.404 5.931
H -3.221 -0.992 5.525
H -0.594 1.210 5.787
H -0.462 3.324 4.679
H -1.892 2.785 3.653
H -0.282 2.480 3.253
C 0.140 2.439 -4.713
C -0.194 1.021 -5.167
O -1.170 0.391 -4.816
N 0.814 0.428 -5.900
C 0.624 -0.878 -6.559
H -0.794 2.661 -4.196
H -0.014 3.141 -5.532
H 1.089 2.521 -4.184
H 1.768 0.625 -5.631
H -0.350 -1.366 -6.538
H 1.273 -1.692 -6.233
H 0.746 -0.855 -7.641
C -2.827 -5.328 -0.842
C -2.880 -4.311 -2.028
O -3.400 -4.601 -3.054
N -2.066 -3.285 -1.973
C -1.935 -2.068 -2.730
H -2.551 -6.346 -1.117
H -3.778 -5.264 -0.312
H -2.049 -5.038 -0.135
H -1.380 -3.356 -1.234
H -2.225 -2.122 -3.780
H -0.870 -1.884 -2.874
H -2.377 -1.180 -2.280
C -0.779 5.345 -1.660
C -1.795 5.496 -0.565
O -1.824 6.603 0.139
N -2.699 4.482 -0.414
C -3.810 4.533 0.528
H -0.082 4.568 -1.348
H -0.117 6.210 -1.619
H -1.163 5.171 -2.665
H -2.401 3.614 -0.837
H -3.451 3.871 1.317
H -4.757 4.221 0.088
H -3.915 5.509 1.001
O 3.610 -3.398 -4.846
C 3.658 -2.527 -3.951
O 4.545 -2.585 -3.025
C 4.274 -1.581 -2.052
C 2.872 -0.952 -2.323
C 2.790 -1.313 -3.786
H 5.125 -0.908 -1.960
H 4.153 -2.043 -1.072
H 2.656 0.115 -2.263
H 1.992 -1.491 -1.972
H 3.128 -0.608 -4.545
H 1.785 -1.516 -4.154
O 2.177 -0.570 4.868
C 1.779 -1.129 3.870
O 2.227 -0.748 2.669
C 1.700 -1.408 1.628
C 1.041 -2.627 2.323
C 0.678 -2.143 3.670
H 2.387 -1.793 0.874
H 0.908 -0.902 1.076
H 1.955 -3.218 2.379
H 0.411 -3.340 1.791
H 0.387 -2.910 4.388
H -0.204 -1.502 3.684
O 5.481 0.246 0.291
C 4.822 0.920 1.065
O 5.259 1.206 2.248
C 4.376 2.094 2.977
C 3.438 2.729 1.968
C 3.481 1.677 0.813
H 4.964 2.862 3.480
H 3.797 1.622 3.770
H 3.816 3.731 1.766
H 2.403 2.937 2.239
H 3.570 2.335 -0.052
H 2.612 1.027 0.716
*
```

---

The following is a quantum chemistry calculation of C28H54OP2Ru as an isolated structure, from OMol25.

Computed properties:
- molecular weight (g mol⁻¹) = 569.76
- HOMO level (alpha / beta) (eV) = -9.9024 / -9.8199
- Kohn-Sham gap (alpha / beta) (eV) = 7.55 / 5.26

```
! wB97M-V def2-TZVPD RIJCOSX def2/J DEFGRID3
* xyz 1 6
Ru -0.175 -0.312 -2.058
C -2.329 1.452 -0.005
C -3.037 0.671 -0.963
C -2.497 -0.704 0.798
C -2.060 0.613 1.122
C -3.109 -0.665 -0.492
C -1.940 2.862 -0.212
H -1.765 3.070 -1.281
H -1.015 3.110 0.328
H -2.721 3.583 0.111
C -1.482 0.979 2.422
H -1.174 2.028 2.437
H -0.592 0.327 2.687
H -2.182 0.843 3.264
C -2.585 -1.827 1.755
H -3.459 -1.697 2.420
H -1.696 -1.854 2.401
H -2.691 -2.799 1.256
C -3.957 -1.711 -1.107
H -4.974 -1.306 -1.250
H -4.034 -2.590 -0.462
H -3.605 -2.037 -2.099
C -3.688 1.176 -2.189
H -4.664 1.625 -1.950
H -3.876 0.365 -2.902
H -3.088 1.949 -2.677
C 1.402 0.764 -2.717
C 0.159 1.509 -2.827
C -0.501 1.732 -4.185
C -1.354 0.549 -4.697
C -1.234 -0.668 -3.807
C 0.017 -1.393 -3.703
C 1.223 -0.999 -4.560
C 2.036 0.185 -3.982
H 0.270 1.993 -4.921
H -1.070 0.287 -5.733
H -1.171 2.599 -4.058
H 2.092 0.977 -4.751
H 2.131 1.092 -1.950
H -0.065 2.314 -2.094
H 3.051 -0.184 -3.764
H 1.880 -1.883 -4.669
H -0.029 -2.466 -3.488
H 0.837 -0.717 -5.549
H -2.409 0.851 -4.691
H -2.147 -1.284 -3.785
P 1.582 2.226 0.632
C 1.523 2.978 2.288
H 2.458 3.528 2.440
H 1.395 2.179 3.031
H 0.665 3.664 2.327
C 3.031 1.132 0.830
H 3.914 1.762 1.000
H 3.186 0.521 -0.071
H 2.856 0.480 1.694
C 2.360 3.560 -0.344
H 2.543 3.213 -1.368
H 3.306 3.831 0.133
H 1.691 4.432 -0.371
P 0.842 -2.115 -0.606
C -0.436 -3.407 -0.859
H 0.002 -4.270 -1.367
H -1.257 -3.003 -1.467
H -0.839 -3.714 0.117
C 2.445 -2.613 -1.328
H 2.468 -2.460 -2.415
H 2.647 -3.666 -1.098
H 3.236 -1.995 -0.880
C 1.140 -2.288 1.189
H 1.516 -3.307 1.423
H 0.212 -2.125 1.754
H 1.858 -1.540 1.553
C 0.521 0.333 5.624
C 1.221 -0.568 4.608
C 2.740 -0.396 4.763
C 0.861 -2.020 4.943
O 0.885 -0.229 3.319
H 0.856 0.087 6.641
H -0.565 0.198 5.561
H 0.747 1.385 5.418
H 3.067 -0.639 5.782
H 3.269 -1.042 4.053
H 3.026 0.639 4.538
H -0.225 -2.170 4.889
H 1.334 -2.715 4.239
H 1.195 -2.273 5.960
*
```

---

The following is a quantum chemistry calculation of C28H55AsNO2 as an isolated structure, from OMol25.

Computed properties:
- molecular weight (g mol⁻¹) = 512.67
- HOMO level (eV) = -3.4461
- Kohn-Sham gap (eV) = 5.40

```
! wB97M-V def2-TZVPD RIJCOSX def2/J DEFGRID3
* xyz -1 1
C 5.308 3.934 -4.176
C 4.082 3.057 -3.944
C 3.716 2.177 -5.155
C 3.095 0.851 -4.726
C 1.947 0.317 -5.595
C 0.868 1.318 -6.018
As -0.106 2.361 -4.550
C -1.124 3.520 -3.185
C -2.572 3.820 -3.558
C -3.582 3.162 -2.610
C -4.997 3.272 -3.145
N -6.015 2.662 -2.271
C -1.499 0.822 -4.299
C -1.244 0.090 -3.015
O -2.342 -0.755 -2.617
C -1.953 -2.079 -2.360
C -1.068 -2.197 -1.124
O -1.646 -3.130 -0.190
C -1.062 -3.022 1.049
C -1.588 -2.144 1.992
C -1.002 -2.024 3.260
C 0.121 -2.772 3.631
C 0.829 -2.622 5.013
C 2.100 -1.787 4.740
C 1.226 -4.007 5.503
C -0.148 -1.909 5.967
C 0.132 -1.871 7.478
C -0.249 -3.172 8.188
C -0.809 -0.786 8.063
C 1.562 -1.474 7.843
C 0.630 -3.648 2.661
C 0.053 -3.777 1.391
H 6.195 3.308 -4.220
H 5.439 4.602 -3.325
H 5.209 4.550 -5.066
H 3.218 3.629 -3.619
H 4.325 2.380 -3.124
H 3.030 2.758 -5.766
H 4.631 2.036 -5.731
H 2.776 0.883 -3.692
H 3.888 0.098 -4.766
H 1.453 -0.487 -5.040
H 2.371 -0.153 -6.487
H 0.112 0.799 -6.606
H 1.309 2.052 -6.693
H -1.016 3.009 -5.707
H 0.974 3.544 -4.715
H 0.746 1.699 -3.378
H -0.574 4.459 -3.134
H -1.063 3.094 -2.182
H -2.747 4.895 -3.549
H -2.791 3.474 -4.572
H -3.308 2.114 -2.496
H -3.514 3.635 -1.630
H -5.209 4.336 -3.263
H -5.024 2.841 -4.142
H -6.450 1.890 -2.753
H -5.577 2.308 -1.435
H -2.515 1.208 -4.310
H -1.389 0.140 -5.142
H -1.076 0.831 -2.231
H -0.325 -0.489 -3.106
H -2.853 -2.663 -2.205
H -1.405 -2.450 -3.231
H -0.047 -2.504 -1.352
H -1.010 -1.215 -0.658
H -2.455 -1.559 1.726
H -1.450 -1.312 3.932
H 2.852 -2.016 5.492
H 1.885 -0.726 4.711
H 2.520 -2.118 3.797
H 0.350 -4.620 5.697
H 1.762 -3.927 6.446
H 1.882 -4.523 4.815
H -1.121 -2.384 5.852
H -0.261 -0.894 5.598
H -1.258 -3.485 7.939
H -0.208 -2.977 9.260
H 0.463 -3.968 8.012
H -0.831 0.077 7.402
H -1.825 -1.172 8.090
H -0.497 -0.476 9.053
H 1.617 -1.093 8.857
H 1.877 -0.652 7.201
H 2.281 -2.275 7.704
H 1.508 -4.246 2.846
H 0.463 -4.451 0.653
*
```

---

The following is a quantum chemistry calculation of C28H55AuO2Si4Te as an isolated structure, from OMol25.

Computed properties:
- molecular weight (g mol⁻¹) = 860.66
- HOMO level (alpha / beta) (eV) = -6.7602 / -6.9272
- Kohn-Sham gap (alpha / beta) (eV) = 7.26 / 5.02

```
! wB97M-V def2-TZVPD RIJCOSX def2/J DEFGRID3
* xyz 0 3
O -0.375 -0.755 -6.410
C -0.313 0.635 -6.843
C -0.045 0.347 -8.315
H 0.543 1.137 -6.386
H -1.251 1.165 -6.630
C -0.134 -1.118 -7.817
H 0.965 0.652 -8.606
H -0.815 0.713 -8.995
C 1.181 -1.864 -7.951
H 1.992 -1.296 -7.474
H 1.440 -1.998 -9.012
H 1.090 -2.856 -7.486
C -1.323 -1.878 -8.370
H -2.256 -1.346 -8.154
H -1.365 -2.865 -7.897
H -1.257 -2.030 -9.456
Au -1.045 -1.476 -2.917
C -2.743 -1.045 -0.510
C -2.285 0.270 -0.357
C -2.428 0.959 -1.596
H -1.894 0.692 0.584
C -2.715 -0.002 -2.619
C -3.022 -1.279 -1.908
H -3.689 -2.044 -2.302
H -2.906 -1.730 0.315
H -2.448 2.052 -1.735
H -3.059 0.243 -3.623
C 0.470 -2.083 -0.291
C 0.139 -2.759 -1.514
C 1.055 -2.243 -2.571
H -0.483 -3.636 -1.607
C 1.997 -1.379 -1.885
C 1.617 -1.272 -0.521
H 2.143 -0.685 0.239
H -0.021 -2.210 0.674
H 1.325 -2.731 -3.514
H 2.882 -0.951 -2.354
O 2.326 1.785 -4.826
C 1.443 0.855 -4.109
C 0.104 1.520 -3.761
H 1.901 0.639 -3.130
H 1.371 -0.129 -4.606
C 0.335 3.004 -4.141
H -0.114 1.393 -2.696
H -0.720 1.069 -4.324
C 1.878 3.100 -4.345
H -0.074 3.667 -3.378
H -0.199 3.242 -5.093
H 2.369 3.254 -3.351
H 2.254 3.886 -5.035
C -3.257 0.153 4.473
Si -1.725 -0.924 4.659
C -1.748 -1.677 6.387
C -1.683 -2.230 3.298
Si 0.246 0.267 4.419
Te 0.387 1.569 2.395
Si 0.229 2.621 4.881
C -0.052 2.122 6.729
C 1.738 3.755 4.946
C -1.335 3.605 4.485
Si 2.053 -1.001 5.151
C 2.119 -0.914 7.025
C 1.885 -2.795 4.630
C 3.622 -0.277 4.422
H -4.142 -0.468 4.680
H -3.338 0.560 3.458
H -3.253 0.992 5.179
H -2.585 -2.397 6.440
H -0.814 -2.198 6.643
H -1.912 -0.892 7.142
H -1.509 -1.779 2.309
H -0.904 -2.986 3.464
H -2.668 -2.722 3.280
H 0.806 1.615 7.179
H -0.223 3.075 7.246
H -0.934 1.495 6.892
H 2.115 4.011 3.950
H 1.453 4.700 5.436
H 2.562 3.294 5.511
H -1.306 4.036 3.476
H -2.249 3.001 4.577
H -1.383 4.432 5.211
H 1.141 -1.039 7.504
H 2.783 -1.725 7.359
H 2.545 0.039 7.362
H 2.144 -2.921 3.571
H 2.611 -3.376 5.218
H 0.885 -3.219 4.785
H 3.618 -0.313 3.325
H 3.770 0.767 4.725
H 4.469 -0.874 4.790
*
```